Record 1
15
Properties=species:S:1:pos:R:3:forces:R:3 method="wB97M-V/def2-TZVPD" gap_ha=0.320 e_homo_ev=-8.100 lumo_energy_ha=0.02247 relative_energy_kcal_mol=101.6
C -1.48486 -1.73118 0.60215 -0.05 -0.03 0.05
C -0.33270 -1.12388 -0.18465 0.00 -0.02 -0.01
C 0.15844 0.16844 0.43523 -0.12 0.16 0.23
O -0.31960 0.68083 1.41596 0.22 -0.20 -0.41
N 1.23913 0.77256 -0.24396 0.16 0.00 0.02
C 1.24006 2.53548 -0.55216 -0.31 0.08 -0.22
H -2.32331 -1.03243 0.66027 0.11 -0.10 -0.01
H -1.82940 -2.65607 0.13107 0.05 0.13 0.05
H -1.17357 -1.95542 1.62584 -0.06 0.02 -0.14
H 0.51575 -1.81881 -0.24646 -0.09 0.11 0.01
H -0.62641 -0.91094 -1.22211 0.05 0.01 0.14
H 1.64561 0.27069 -1.02421 -0.11 0.06 0.15
H 1.04448 2.50126 -1.63281 0.03 0.05 0.14
H 0.29050 2.75598 -0.04555 0.15 0.00 -0.06
H 1.93536 1.41449 0.25316 -0.03 -0.26 0.06

***

Record 2
84
Properties=species:S:1:pos:R:3:forces:R:3 method="wB97M-V/def2-TZVPD" total_charge=+1 gap_ha=0.257 e_homo_ev=-9.970 lumo_energy_ha=-0.10946 relative_energy_kcal_mol=0.0
Pb 2.02984 -0.85150 -1.09606 -0.61 0.32 -0.23
B -0.06985 -0.88966 0.45447 0.98 0.21 0.01
H 0.47012 -0.03739 1.04128 0.47 0.52 0.71
H 0.58003 -1.87394 0.48636 0.55 -1.07 0.19
H -1.14167 -1.08385 0.85321 -0.88 -0.43 0.14
H -0.10217 -0.48847 -0.65667 -0.22 0.32 -1.22
C -0.58918 -0.68367 -6.27303 0.09 0.40 -0.17
C 0.79683 -0.11312 -6.58911 0.13 -1.06 -0.19
C 1.15845 1.04265 -5.66268 0.35 0.61 -0.41
C 1.04322 0.67457 -4.25531 0.05 0.12 -0.11
N 0.95928 0.35785 -3.15637 0.19 -0.05 -0.07
H -1.28909 0.15483 -6.28982 -0.27 -0.21 -0.03
H -0.65185 -1.15319 -5.28998 0.18 0.07 0.06
H -0.90050 -1.43095 -7.00012 0.01 0.09 -0.09
H 0.88818 0.15429 -7.64274 -0.33 0.60 0.12
H 1.55818 -0.89804 -6.53988 -0.02 -0.01 0.50
H 0.56707 1.94239 -5.85298 -0.45 -0.24 0.16
H 2.16703 1.42469 -5.84347 0.17 -0.35 0.15
C 2.63127 5.49305 -0.94619 -1.03 -0.42 0.89
C 2.64199 4.86976 0.46104 0.09 -0.23 -0.54
C 1.44178 3.93663 0.68659 -0.02 -0.01 0.25
C 1.55275 2.68974 -0.07657 -0.05 0.34 -0.03
N 1.68474 1.71615 -0.66692 0.21 -0.15 0.14
H 1.76394 6.15716 -0.96512 0.35 0.46 -0.17
H 2.36737 4.74085 -1.69196 0.62 -0.07 -0.17
H 3.56991 6.00469 -1.12747 -0.13 0.08 -0.37
H 2.60051 5.66069 1.20814 0.07 -0.07 0.08
H 3.55667 4.29258 0.60837 0.04 0.09 0.15
H 0.49825 4.43083 0.44846 -0.02 -0.08 -0.17
H 1.35961 3.65110 1.73753 0.00 -0.04 0.02
C 4.74999 1.32757 4.49127 0.14 -0.34 0.40
C 3.45288 0.53081 4.52418 0.13 0.48 0.00
C 2.53737 0.89982 3.34872 -0.54 -0.65 -0.05
C 2.91719 0.20869 2.11255 0.16 0.09 0.40
N 3.22640 -0.39836 1.18754 0.07 0.15 0.05
H 4.56756 2.36502 4.77243 0.00 0.09 -0.33
H 5.23481 1.25241 3.51689 0.03 0.18 -0.01
H 5.45126 0.94659 5.23469 0.01 -0.07 -0.06
H 2.90298 0.76932 5.43476 -0.01 -0.09 0.01
H 3.62319 -0.54545 4.52580 0.00 0.00 -0.04
H 2.45922 1.97064 3.16189 0.20 0.04 0.05
H 1.52909 0.54668 3.59008 -0.09 0.02 -0.21
C -3.00633 -3.82350 -3.23834 0.03 0.59 -0.14
C -2.09737 -4.93248 -2.73510 0.26 -0.36 -0.73
C -1.07222 -4.45536 -1.69334 -0.67 0.09 -0.27
C -0.16216 -3.44530 -2.22041 -0.20 0.16 0.25
N 0.49811 -2.58128 -2.59295 0.27 -0.17 0.10
H -3.44090 -3.25345 -2.41420 -0.11 0.00 -0.05
H -3.80373 -4.12550 -3.91698 -0.08 -0.52 0.34
H -2.45776 -3.11344 -3.86512 0.27 0.08 0.31
H -1.56844 -5.35324 -3.59419 0.04 -0.14 0.09
H -2.62761 -5.76260 -2.26855 -0.22 0.13 -0.03
H -0.51243 -5.29329 -1.28280 0.09 0.08 0.06
H -1.67569 -3.98216 -0.91402 0.41 0.07 0.29
N -1.55514 1.18416 2.44890 -0.69 0.22 0.22
C -1.78464 1.07857 3.80068 0.26 -0.06 -0.22
C -2.53569 2.16387 4.20990 0.55 -0.60 0.00
C -2.75531 2.94543 3.05902 -0.62 0.22 -0.78
C -2.22055 2.28817 1.98060 0.57 0.12 0.01
H -1.02391 0.53276 1.88766 -0.25 0.18 0.21
H -1.39171 0.20177 4.28826 -0.05 0.19 0.40
H -2.90544 2.34560 5.20449 0.10 0.03 0.03
H -3.32130 3.85669 2.94531 -0.08 -0.03 0.28
H -2.29709 2.50066 0.92597 0.16 0.07 0.01
N -0.16675 -2.23277 3.25295 0.63 0.69 -0.17
C -0.76683 -2.37210 4.47845 0.32 -0.08 -0.83
C 0.15394 -2.97077 5.30055 -0.88 -0.58 0.55
C 1.29134 -3.30366 4.52807 0.57 0.97 0.03
C 1.13407 -2.67296 3.31898 -0.63 -0.91 -0.31
H -0.55452 -1.79959 2.42610 -0.06 -0.14 0.39
H -1.81401 -2.13029 4.54715 0.06 0.11 0.48
H -0.03609 -3.16098 6.34531 0.10 -0.34 -0.07
H 2.14448 -3.91058 4.78390 0.09 0.29 0.34
H 1.81461 -2.58248 2.48892 -0.15 -0.16 -0.12
N -2.60100 -0.22070 -1.11799 0.88 -0.39 -0.07
C -2.56978 -0.12846 -2.49038 -0.93 0.34 0.36
C -3.88608 -0.02485 -2.88832 -0.15 -0.16 -0.77
C -4.74143 -0.10533 -1.75760 1.29 -0.48 0.56
C -3.87453 -0.27614 -0.68777 -1.38 0.64 0.22
H -1.80344 -0.33168 -0.49276 -0.67 0.09 -0.73
H -1.67074 -0.12656 -3.08010 0.13 0.02 0.19
H -4.20079 0.04651 -3.91921 -0.01 0.07 0.03
H -5.81402 -0.11447 -1.67849 -0.02 0.10 -0.23
H -4.11570 -0.32267 0.36364 0.14 -0.08 0.00

***

Record 3
14
Properties=species:S:1:pos:R:3:forces:R:3 method="wB97M-V/def2-TZVPD" total_charge=-1 gap_ha=0.234 smiles=CCN[N-]P(O)Cl e_homo_ev=-2.377 lumo_energy_ha=0.14651
C -1.13968 -0.22910 1.34323 -1.05 0.27 -0.55
C -1.57966 0.04013 -0.12973 1.19 0.37 0.23
N -0.51378 -0.42592 -1.06347 -1.32 -0.49 0.22
N 0.45498 0.63433 -1.09673 3.16 0.09 -0.24
P 1.98038 0.05034 -1.51365 -1.96 -0.39 0.37
O 2.73857 -0.57844 -0.08673 -0.14 0.58 -0.63
Cl 3.02707 1.89500 -1.88936 -0.19 0.01 0.45
H -1.75031 0.39595 2.02271 0.32 -0.31 -0.04
H -1.33013 -1.28909 1.58542 0.36 0.35 0.08
H -0.07989 0.05824 1.43395 -0.40 -0.23 0.00
H -2.57153 -0.37112 -0.38859 0.41 -0.11 0.18
H -1.60152 1.13481 -0.27559 -0.19 -0.49 -0.05
H -0.12683 -1.26742 -0.62366 -0.02 0.19 -0.10
H 2.49234 -0.04771 0.68220 -0.16 0.15 0.07